C8H28O10 | ωB97M-V with the def2-TZVPD basis set

Geometry (Å):
O: 3.25357 -2.14607 -1.94599
H: 3.72813 -2.89828 -1.59219
H: 3.06041 -2.38850 -2.85162
O: 1.32365 -1.10726 -0.61149
H: 0.64371 -1.69459 -0.94158
H: 2.14518 -1.50573 -0.89883
C: -3.65284 -1.32077 -1.87434
C: -2.62269 -2.34853 -2.27097
O: -1.50074 -2.04293 -1.47205
O: -4.45068 -1.69285 -0.72432
H: -4.37327 -1.25097 -2.68934
H: -3.25316 -0.32188 -1.69941
H: -2.44952 -2.17785 -3.33351
H: -3.19245 -3.27125 -2.16113
H: -1.93563 -2.11583 -0.61932
H: -5.16858 -1.06033 -0.64602
C: -0.36681 1.48948 -2.24738
C: -0.97528 2.05489 -3.47051
O: -1.86107 3.09267 -3.22190
O: 0.78675 0.82815 -2.67763
H: -0.94921 0.79899 -1.63736
H: -0.03695 2.27914 -1.57231
H: -1.68126 1.35984 -3.92506
H: -0.10728 2.39992 -4.03230
H: -1.36747 3.83588 -2.86749
H: 0.93057 0.26465 -1.91383
C: 1.22720 -0.84403 4.32218
C: 1.35934 -1.78863 3.12523
O: 2.74541 -2.14831 2.95082
O: -0.05413 -0.82866 4.83511
H: 1.51325 0.16685 4.03166
H: 1.79303 -1.20928 5.17923
H: 1.23750 -1.28261 2.16752
H: 0.78505 -2.70458 3.26419
H: 2.88088 -2.73285 2.20144
H: -0.10019 0.03997 5.24127
C: 0.97721 1.62377 1.80094
C: 1.20366 2.98389 1.07070
O: 1.72424 4.00087 1.83395
O: 0.19188 1.75295 2.92319
H: 1.91744 1.21288 2.16869
H: 0.59795 0.83764 1.14805
H: 0.27330 3.39665 0.68062
H: 1.89595 2.85078 0.23937
H: 2.65033 3.79711 1.98377
H: -0.74637 1.81559 2.72992

Computed properties:
frontier orbital gap (spin up / spin down)	9.9 / 3.1	eV
multiplicity	2
charge	+1
LUMO energy (spin up / spin down)	-2.895 / -9.541	eV

C8H28O6 | ωB97M-V with the def2-TZVPD basis set

Geometry (Å):
C: -2.50146 7.12737 28.25984
C: -3.01512 8.44182 27.60385
O: -1.91644 9.06597 27.09089
H: -2.06760 7.37093 29.22966
H: -1.61563 6.74232 27.75474
H: -3.19198 6.29165 28.37323
H: -3.64041 9.14230 28.15742
H: -3.66484 8.14180 26.78169
H: -2.06300 9.99465 27.28499
C: 6.06532 7.48404 23.30440
C: 4.56114 7.32355 23.44999
O: 4.05463 8.56044 23.70973
H: 6.54312 6.60372 22.87449
H: 6.43801 7.68222 24.30935
H: 6.39308 8.31513 22.67994
H: 4.36129 6.66984 24.29901
H: 4.09949 6.80832 22.60766
H: 3.10003 8.48944 23.63702
C: -5.69900 2.64839 23.49426
O: -5.09835 3.14656 24.69669
H: -6.69454 2.40652 23.86640
H: -5.92277 3.36654 22.70541
H: -5.13687 1.77140 23.17336
H: -4.88631 2.35030 25.18923
C: -1.35472 1.59132 27.11129
O: -2.58230 0.95016 27.33884
H: -0.61408 0.80659 26.95719
H: -1.47978 2.22281 26.23171
H: -1.02767 2.11421 28.01003
H: -2.43006 0.59684 28.21838
C: -2.50099 12.47969 22.51423
O: -2.53653 13.60309 21.64960
H: -1.75472 11.71221 22.30888
H: -2.30597 12.82135 23.53077
H: -3.51545 12.08888 22.59310
H: -2.37275 14.44967 22.07159
C: -1.06438 6.09062 23.10809
O: -0.79587 7.47351 23.17993
H: -1.01347 5.60742 24.08381
H: -2.05778 5.98504 22.67205
H: -0.27165 5.61876 22.52754
H: -1.15282 7.85039 23.98749

Computed properties:
frontier orbital gap	10.4	eV
LUMO energy	0.450	eV

C8H2N4S2 | ωB97M-V with the def2-TZVPD basis set

Geometry (Å):
N: 4.19519 0.08130 -0.80133
C: 3.21765 0.14289 -0.16658
C: 1.99159 0.15639 0.60846
C: 1.43546 -0.98125 1.15376
C: 1.92128 -2.32660 0.99787
N: 2.32741 -3.40379 0.86564
S: -0.11686 -0.84376 1.98185
C: -0.98455 0.00665 0.68603
N: -2.19046 -0.50526 0.27139
C: -2.80732 0.19011 -0.74330
C: -2.20161 1.31279 -1.34288
N: -1.01821 1.79093 -0.92198
C: -0.42931 1.16089 0.08484
S: 1.10307 1.66964 0.66567
H: -3.74690 -0.18800 -1.14904
H: -2.69644 1.73707 -2.19038

Computed properties:
frontier orbital gap	8.4	eV
LUMO energy	-1.513	eV